This record from OMol25 describes a cluster of 2 separate species, C26H23F2N2O2 in total at a distorted geometry. The level of theory is ωB97M-V with the def2-TZVPD basis set.

Output
HOMO energy ... -10.01 eV
Molecular weight ... 433.5 u
ΔE to the lowest compared entry with this formula, charge and spin ... 1.259 eV
E_LUMO ... -5.78 eV
Total charge ... +1

Geometry as XYZ:
```
55
Properties=species:S:1:pos:R:3:forces:R:3:nbo_charge:R:1
H 1.6055 -0.3959 0.9080 0.311 -0.165 0.027 0.184
C 1.7639 -1.1495 0.0832 0.212 0.021 0.106 -0.414
H 2.8353 -1.3838 0.1253 0.004 0.021 -0.003 0.206
C 0.9436 -2.3530 0.3663 -0.969 -0.360 0.163 -0.262
C -0.2435 -2.5671 -0.2458 0.837 -0.332 0.622 0.034
N -0.6144 -1.8410 -1.3499 -0.059 0.266 -0.516 -0.404
C -1.9243 -2.0086 -1.9042 -0.749 0.148 -0.254 0.073
C -2.0852 -2.3600 -3.2516 -0.154 -0.311 0.416 -0.193
C -3.3544 -2.5970 -3.7622 -0.424 0.402 0.353 -0.241
C -4.4994 -2.3166 -2.9816 0.263 0.231 0.442 0.326
O -5.7156 -2.4869 -3.5639 0.051 0.233 0.480 -0.486
C -6.8969 -2.0799 -2.8311 0.476 -0.216 -0.347 -0.260
C -4.3362 -1.8633 -1.6550 0.057 -0.376 -0.514 -0.315
C -3.0559 -1.7766 -1.1081 0.296 0.103 -0.304 -0.148
C 0.2501 -0.9042 -1.8650 -0.741 0.092 0.370 0.133
C 1.3608 -0.5116 -1.2018 -0.139 0.314 -0.213 -0.233
C 1.9881 0.7565 -1.6435 -0.212 -0.023 -0.704 0.660
N 3.1592 1.1230 -1.0035 -0.067 0.171 -0.118 -0.856
O 1.4483 1.4881 -2.4701 0.712 -0.297 0.630 -0.613
H 1.2577 -3.0337 1.1507 -0.126 0.107 -0.036 0.223
H -0.9444 -3.3547 0.0420 0.393 0.193 -0.136 0.231
H -1.2031 -2.4971 -3.8753 -0.203 -0.105 0.107 0.228
H -3.4949 -2.9722 -4.7684 0.028 0.146 0.010 0.239
H -7.7064 -2.3405 -3.5108 -0.039 0.098 0.223 0.215
H -7.0023 -2.6327 -1.8847 0.079 0.117 -0.321 0.184
H -6.8983 -0.9956 -2.6398 0.084 -0.323 -0.075 0.185
H -5.2080 -1.5921 -1.0631 0.308 -0.158 -0.047 0.229
H -2.9409 -1.4870 -0.0609 0.037 -0.020 -0.324 0.210
H -0.1022 -0.4433 -2.7894 0.322 0.104 0.371 0.251
H 3.7389 0.4794 -0.4779 -0.347 -0.009 -0.327 0.396
H 3.6433 1.9063 -1.4216 -0.098 -0.112 0.018 0.410
F 6.9592 2.6129 1.5816 -1.761 -0.150 0.840 -0.293
C 5.6861 2.3346 2.0079 1.207 -0.256 -0.811 0.496
C 5.5042 1.2903 2.9160 -0.112 -0.121 0.142 -0.297
C 4.2155 0.8420 3.1437 -0.128 -0.142 -0.209 -0.075
C 3.0902 1.4313 2.4954 0.573 0.066 -0.193 -0.199
C 1.8215 0.8039 2.6047 0.192 0.753 0.367 0.121
C 0.5635 1.3952 2.2613 -0.904 -0.080 -0.516 -0.185
C -0.5641 1.1676 3.0972 0.495 -0.310 -0.074 -0.106
C -1.8147 1.6594 2.7763 0.003 -0.044 0.054 -0.282
C -1.9610 2.3590 1.5825 -0.892 0.335 -0.544 0.465
F -3.2106 2.7992 1.2319 1.525 -0.505 0.454 -0.301
C -0.9012 2.5893 0.7041 0.119 -0.215 0.338 -0.264
C 0.3546 2.1063 1.0520 0.020 0.269 -0.063 -0.138
C 3.3325 2.6093 1.7289 0.112 0.130 0.115 -0.069
C 4.6227 3.0272 1.4357 -0.366 0.016 0.053 -0.292
H 6.3589 0.8107 3.3885 -0.160 0.175 -0.146 0.264
H 4.0294 0.0189 3.8354 0.202 0.087 -0.271 0.233
H 1.7952 -0.1478 3.1440 -0.033 0.377 0.167 0.235
H -0.4012 0.6131 4.0239 -0.241 0.109 -0.260 0.230
H -2.6756 1.4716 3.4151 0.199 0.150 -0.158 0.259
H -1.0565 3.1045 -0.2379 -0.052 -0.075 0.140 0.264
H 1.1880 2.2490 0.3576 -0.515 -0.205 0.157 0.242
H 2.4913 3.1935 1.3649 0.366 -0.164 -0.016 0.240
H 4.8038 3.8496 0.7430 0.008 -0.159 0.341 0.261
```
Forces are in eV/Å.

=====

This record from OMol25 describes a cluster of 2 separate species, C26H23F3N2O3S2 in total at a distorted geometry. The level of theory is ωB97M-V with the def2-TZVPD basis set.

Output
HOMO energy ... -7.40 eV
Molecular weight ... 532.6 u
E_LUMO ... -3.23 eV

Geometry as XYZ:
```
59
Properties=species:S:1:pos:R:3:forces:R:3:nbo_charge:R:1
C 5.2557 -0.4825 -0.9552 -0.295 -0.208 -0.413 -0.187
C 4.2801 -0.0567 -1.8716 -0.609 -0.071 0.277 -0.234
C 2.9259 -0.0163 -1.4897 0.734 -0.053 -0.277 -0.140
C 2.5370 -0.3085 -0.1904 0.261 0.575 -0.513 -0.056
C 1.0591 -0.2500 0.2368 0.599 -1.397 -5.967 -0.609
C 0.4044 1.0514 -0.2693 -0.485 -0.756 0.487 0.597
N -0.8542 1.0606 -0.7670 0.425 0.188 -0.288 -0.402
C -1.1937 0.4736 -2.1019 -0.735 -1.409 0.433 -0.233
C -2.6427 0.9402 -2.3940 -0.135 -0.695 -0.163 -0.407
C -2.9882 2.0294 -1.3616 -0.350 -0.588 0.162 -0.428
C -1.7702 2.1994 -0.4748 0.678 0.493 0.577 -0.220
C 1.1399 2.2806 -0.3402 0.501 2.046 0.346 -0.126
C 2.0042 2.7223 0.6981 -0.462 -0.212 0.083 -0.120
C 2.6186 3.9715 0.6555 0.025 0.108 -0.462 -0.225
C 2.4922 4.7625 -0.5064 0.078 -0.579 0.512 -0.114
C 1.6715 4.3425 -1.5547 -0.009 -0.195 -0.252 -0.238
C 0.9594 3.1545 -1.4690 -0.166 -0.215 0.996 -0.146
C 3.5581 -0.5588 0.6918 -0.135 -0.491 1.199 -0.203
C 4.8860 -0.7789 0.3487 -0.119 0.481 -0.482 -0.205
H 6.2794 -0.6205 -1.2788 -0.003 0.101 -0.030 0.217
H 4.5516 0.2210 -2.8916 -0.031 -0.158 0.317 0.219
H 2.1575 0.2908 -2.1735 -0.092 -0.011 -0.630 0.185
H 0.4246 -1.0931 -0.3040 1.424 1.424 -0.343 0.340
H -0.5546 0.8577 -2.8796 0.680 0.456 0.010 0.197
H -1.0181 -0.6201 -2.0769 -0.412 0.397 -0.040 0.271
H -2.7353 1.3295 -3.4187 0.240 -0.156 0.329 0.225
H -3.3327 0.0825 -2.3356 0.239 0.525 -0.017 0.235
H -3.2228 2.9527 -1.8696 -0.060 0.313 -0.009 0.223
H -3.8596 1.7576 -0.7549 0.186 -0.049 -0.223 0.237
H -1.9829 2.1673 0.6135 0.030 -0.003 -0.672 0.231
H -1.2688 3.1377 -0.6965 -0.206 0.083 0.218 0.205
H 2.0713 2.1036 1.5983 0.177 0.131 -0.331 0.244
H 3.2011 4.3273 1.5162 -0.251 -0.229 -0.522 0.239
H 3.0264 5.7064 -0.5988 -0.137 -0.182 0.137 0.230
H 1.5797 4.9564 -2.4548 -0.049 -0.157 0.388 0.232
H 0.1635 2.9684 -2.1928 0.611 -0.283 -0.049 0.218
H 3.2828 -0.5997 1.7220 0.045 -0.232 0.381 0.227
H 5.6042 -1.1484 1.0855 -0.274 0.320 -0.227 0.228
F 3.1525 -2.1956 2.9596 -1.411 0.063 -0.197 -0.337
C 1.7957 -2.3393 3.0349 1.321 -0.134 0.825 1.048
F 1.5805 -3.6530 2.9940 -0.532 2.118 -0.538 -0.265
F 1.4318 -1.8460 4.2435 -0.181 -0.469 -1.851 -0.307
S 0.7169 -0.8050 1.7839 -1.103 -1.037 6.649 0.127
N -0.7314 -3.8256 1.3322 1.421 0.520 -1.301 -0.936
C -1.1621 -3.2082 0.1876 0.795 -0.666 1.449 0.622
O -0.5639 -3.1422 -0.9115 -0.463 0.674 1.223 -0.693
C -2.5205 -2.6248 0.4505 -0.577 0.162 -0.406 -0.136
C -3.0355 -3.1668 1.6157 -0.230 -0.233 0.293 -0.276
C -4.2759 -2.8462 2.0717 -0.579 0.563 -0.888 -0.189
C -5.0941 -2.0775 1.2490 -0.033 -0.121 -0.218 -0.206
C -4.5966 -1.5037 0.0646 -0.086 -0.558 1.289 -0.245
C -3.2804 -1.7062 -0.2945 1.065 -0.450 0.360 -0.149
S -1.7994 -4.1340 2.4927 0.732 0.672 -2.049 2.296
O -1.8897 -5.5665 2.4960 -1.113 -0.197 0.534 -0.929
O -1.6620 -3.4863 3.7808 0.375 0.051 -0.411 -0.954
H -4.6156 -3.1754 3.0167 -0.384 -0.458 0.791 0.227
H -6.1281 -2.0010 1.5611 -0.057 0.455 -0.235 0.212
H -5.2225 -0.9075 -0.5479 -0.594 0.607 -0.401 0.202
H -2.8101 -1.1032 -1.0751 -0.282 -0.869 0.141 0.182
```
Forces are in eV/Å.

=====

This record from OMol25 describes the molecule C26H23N3O3S at a distorted geometry. The level of theory is ωB97M-V with the def2-TZVPD basis set.

Output
HOMO energy ... -8.30 eV
Molecular weight ... 457.6 u
ΔE to the lowest compared entry with this formula, charge and spin ... 0.418 eV
E_LUMO ... 0.58 eV
Structure (SMILES) ... Cc1cccc(OCc2nnc(SCC(=O)N3c4ccccc4CCc4ccccc43)o2)c1

Geometry as XYZ:
```
56
Properties=species:S:1:pos:R:3:forces:R:3:nbo_charge:R:1
C 0.8901 0.6487 -3.3160 0.061 -0.045 0.020 -0.651
C 0.2164 1.8303 -2.6926 -0.139 0.097 -0.074 0.030
C -1.1081 2.1374 -2.9605 0.080 -0.025 -0.077 -0.243
C -1.7062 3.2335 -2.3606 0.014 0.059 0.040 -0.195
C -0.9960 4.0272 -1.4841 0.183 0.101 0.165 -0.286
C 0.3370 3.7314 -1.2087 -0.230 0.002 -0.215 0.390
O 0.9629 4.5851 -0.3287 -0.219 -0.111 -0.066 -0.494
C 2.2251 4.2312 0.1611 0.403 0.157 -0.053 -0.117
C 2.2251 2.8773 0.7836 -0.591 -0.184 0.454 0.427
N 1.2264 2.2573 1.3084 -0.212 1.538 -0.436 -0.280
N 1.6512 1.0246 1.6536 0.940 -1.008 0.292 -0.357
C 2.9026 0.9605 1.3157 -0.637 -0.024 0.351 0.300
S 3.9236 -0.4113 1.4724 0.418 -0.413 0.111 0.332
C 2.5748 -1.6238 1.6275 0.299 0.560 -0.085 -0.623
C 1.6742 -1.4998 0.3966 0.395 0.047 0.145 0.705
O 2.1083 -1.0973 -0.6634 -0.001 -0.114 -0.130 -0.625
N 0.3760 -1.8207 0.5764 -0.566 -0.028 -0.303 -0.501
C -0.1817 -2.3691 1.7591 -0.019 -0.357 0.456 0.219
C 0.3624 -3.5654 2.2269 -0.093 0.009 0.019 -0.230
C -0.1241 -4.1791 3.3619 0.074 -0.009 0.014 -0.217
C -1.1872 -3.6036 4.0379 -0.031 -0.003 0.034 -0.206
C -1.7486 -2.4395 3.5558 0.065 -0.081 -0.043 -0.183
C -1.2740 -1.7961 2.4125 0.073 -0.017 0.076 -0.044
C -2.0133 -0.5475 2.0022 0.009 0.269 -0.150 -0.401
C -1.4809 0.2262 0.7945 -0.079 -0.040 0.116 -0.461
C -1.4718 -0.6294 -0.4310 0.169 -0.033 0.048 0.066
C -2.3742 -0.4756 -1.4716 -0.026 -0.114 -0.003 -0.217
C -2.3188 -1.3040 -2.5794 -0.092 0.028 -0.033 -0.210
C -1.3578 -2.2968 -2.6616 0.057 -0.101 -0.017 -0.219
C -0.4568 -2.4734 -1.6255 -0.059 0.020 0.035 -0.188
C -0.5268 -1.6455 -0.5189 -0.148 0.074 -0.379 0.119
O 3.3453 2.1079 0.7655 0.074 -0.034 -0.158 -0.411
C 0.9366 2.6433 -1.8230 0.118 0.169 0.101 -0.337
H 1.3222 0.0124 -2.5450 0.012 -0.087 -0.002 0.257
H 1.6984 0.9740 -3.9705 0.056 -0.012 -0.092 0.215
H 0.1849 0.0609 -3.8975 -0.029 -0.057 -0.064 0.214
H -1.6723 1.5174 -3.6408 -0.044 -0.082 -0.059 0.209
H -2.7386 3.4687 -2.5754 -0.090 0.039 -0.011 0.210
H -1.4458 4.8789 -1.0001 -0.074 0.109 0.071 0.219
H 2.9968 4.2541 -0.6230 -0.102 0.019 0.105 0.198
H 2.4676 4.9919 0.9115 0.033 -0.123 -0.176 0.224
H 2.0351 -1.4392 2.5542 0.037 -0.130 -0.075 0.261
H 3.0674 -2.5947 1.6577 -0.020 0.005 0.048 0.253
H 1.1705 -4.0192 1.6727 0.058 -0.049 -0.082 0.211
H 0.3144 -5.1020 3.7089 0.044 -0.087 0.028 0.217
H -1.5823 -4.0674 4.9288 -0.046 -0.040 0.082 0.216
H -2.5880 -2.0008 4.0764 -0.093 0.064 0.045 0.211
H -3.0520 -0.8360 1.8042 0.020 0.045 0.055 0.214
H -2.0257 0.1278 2.8621 -0.065 -0.037 0.009 0.226
H -0.4730 0.5782 1.0097 -0.117 0.030 -0.049 0.256
H -2.1124 1.1006 0.6322 0.034 0.024 -0.006 0.222
H -3.1156 0.3076 -1.4157 -0.066 0.102 0.010 0.214
H -3.0263 -1.1722 -3.3851 -0.060 0.018 -0.076 0.213
H -1.3093 -2.9371 -3.5295 0.001 -0.053 -0.077 0.215
H 0.3001 -3.2413 -1.6755 0.088 -0.061 0.014 0.220
H 1.9721 2.3937 -1.6463 0.133 -0.027 0.049 0.211
```
Forces are in eV/Å.

=====

This record from OMol25 describes a structure of composition C26H23N4O6ReS2 at a distorted geometry. The level of theory is ωB97M-V with the def2-TZVPD basis set.

Output
HOMO energy ... -7.25 eV
Molecular weight ... 737.8 u
ΔE to the lowest compared entry with this formula, charge and spin ... 0.000 eV
E_LUMO ... -0.43 eV

Geometry as XYZ:
```
62
Properties=species:S:1:pos:R:3:forces:R:3:nbo_charge:R:1
Re 0.3893 0.4141 0.1310 -0.360 0.054 -1.984 0.910
O 1.7487 -1.9128 -1.1125 -0.283 0.175 -0.477 -0.493
C 3.0467 -1.5330 -0.7526 -0.278 -1.608 1.356 0.401
C 3.7502 -2.5296 -0.0781 0.178 0.835 -1.020 -0.235
C 5.0694 -2.3022 0.1668 1.123 0.836 1.103 -0.176
C 5.6814 -1.0708 -0.1352 0.331 -0.857 0.273 -0.198
C 4.9872 -0.1160 -0.8107 -0.501 -0.448 0.253 -0.155
C 3.6465 -0.3586 -1.0767 -0.901 0.987 -0.304 -0.185
C 2.8972 0.6792 -1.7528 0.093 0.575 -0.962 0.142
N 1.6813 1.0129 -1.5067 0.885 -0.698 0.061 -0.246
N 1.1319 1.8431 -2.4590 -0.114 0.575 -0.333 -0.405
C -0.0889 2.1302 -2.1499 -0.417 0.358 -0.083 0.585
O -0.6615 1.6743 -1.0732 -0.688 -0.189 0.204 -0.693
C -0.8591 3.0796 -3.0327 1.894 -0.342 -0.346 -0.111
C -0.1325 4.0306 -3.7703 0.505 0.444 0.821 -0.163
C -0.7824 5.0310 -4.4418 0.225 0.120 -0.941 -0.215
C -2.1499 5.0337 -4.5654 0.009 -0.012 0.365 -0.204
C -2.8500 4.0349 -3.9505 -2.217 0.237 0.058 -0.209
C -2.2128 3.0640 -3.1846 -2.184 -0.403 1.225 -0.181
H 3.2878 -3.4456 0.1615 -0.564 -0.819 0.304 0.228
H 5.6673 -2.9666 0.7803 -0.201 -0.343 -0.252 0.218
H 6.6868 -0.9227 0.2244 0.188 0.149 -0.211 0.219
H 5.3567 0.8390 -1.1007 0.563 0.518 -0.019 0.219
H 3.4482 1.1593 -2.5863 -0.745 -0.040 0.344 0.204
H 0.9410 4.1632 -3.6769 -0.079 -0.616 0.094 0.230
H -0.2382 5.7994 -4.9573 0.423 0.244 0.049 0.210
H -2.6591 5.8560 -5.0192 -0.231 0.259 -0.444 0.213
H -3.9773 4.1406 -4.0065 1.442 -0.662 0.244 0.214
H -2.8727 2.4211 -2.5551 0.879 0.215 -0.679 0.231
N -1.1799 -0.0028 1.4761 0.119 -0.657 1.647 -0.507
C -1.2583 -0.3773 2.5870 -0.154 -0.233 -1.062 0.683
N -1.5006 -0.8777 3.7667 0.598 0.246 -0.051 -0.459
C -1.0967 -2.2375 4.2016 -0.272 0.563 0.608 -0.227
C -2.1424 -2.7257 5.2052 -1.283 0.708 -1.417 -0.075
O -2.2938 -1.8447 6.3035 -0.081 0.182 -0.839 -0.512
C -2.6833 -0.5581 5.7891 0.864 0.059 1.979 -0.084
C -1.6058 0.0227 4.8909 0.323 1.255 1.730 -0.247
H -0.1445 -2.2226 4.7281 0.374 0.322 -0.373 0.219
H -1.0650 -2.8357 3.3213 0.159 -0.739 -0.489 0.223
H -1.9046 -3.7083 5.5617 0.139 -0.439 0.270 0.208
H -3.1047 -2.7459 4.6027 0.622 -0.281 0.832 0.157
H -2.9533 0.0326 6.7036 0.519 -0.204 -1.018 0.212
H -3.5378 -0.6509 5.1688 -1.272 -0.280 -0.481 0.169
H -0.6202 0.1475 5.4189 -0.809 -0.341 -0.568 0.237
H -1.9222 1.0338 4.6090 0.105 -0.297 -0.373 0.232
O 1.3882 -0.8126 1.6092 0.993 0.824 1.564 -0.970
S 2.0141 0.2543 2.5769 2.585 -2.311 -1.113 2.222
O 1.1277 0.5309 3.6502 -1.085 0.166 1.559 -0.993
O 3.4104 -0.0481 2.9442 -2.355 0.413 -0.767 -0.928
S 1.8891 1.7553 1.2200 0.755 1.159 0.007 -0.269
C 0.6475 -1.2361 -0.8078 0.240 0.387 -0.837 0.378
C -0.5191 -1.6451 -1.6283 -2.216 -1.234 -0.020 -0.200
C -0.5744 -1.4564 -3.0453 -0.957 -0.379 1.866 -0.165
C -1.7489 -1.5733 -3.7566 -0.522 -0.467 1.751 -0.209
C -2.9184 -1.9251 -3.0615 0.344 -0.048 0.307 -0.184
C -2.9269 -2.2539 -1.6977 1.876 0.679 -1.150 -0.241
C -1.7080 -2.1440 -0.9780 -0.245 1.055 0.658 -0.104
H 0.2515 -1.1411 -3.5830 1.841 0.597 -0.666 0.216
H -1.7393 -1.3581 -4.7975 -0.191 0.115 -0.653 0.222
H -3.8601 -1.8986 -3.5689 -0.383 -0.157 -0.355 0.210
H -3.8816 -2.4973 -1.2796 -0.092 -0.223 0.596 0.220
H -1.7718 -2.2483 0.1602 0.492 0.016 -1.840 0.213
```
Forces are in eV/Å.